[1]
Entry from OMol25: a cluster of 2 separate species, C3H8NO in total (the ωB97M-V functional and the def2-TZVPD basis).

ORCA input file:
```
! RIJCOSX wB97M-V def2-TZVPD def2/J DEFGRID3
* xyz 1 1
C 1.382 0.440 1.301
C -0.045 0.718 0.914
C -1.120 1.468 0.943
N -0.261 -1.316 -1.724
O 0.476 -0.549 0.673
H 2.315 0.771 0.715
H 1.614 -0.048 2.295
H -2.030 1.088 0.345
H -1.236 -1.729 -1.780
H -1.158 2.428 1.416
H -0.445 -0.308 -2.165
H 0.371 -1.926 -2.169
H 0.137 -1.037 -0.764
*
```

Output
- ΔE to the lowest compared entry with this formula, charge and spin: 57.8 kcal/mol
- Energy: -6768.662 eV

***

[2]
Entry from OMol25: a cluster of 2 separate species, C7H10Cl2N2O in total (the ωB97M-V functional and the def2-TZVPD basis).

ORCA input file:
```
! RIJCOSX wB97M-V def2-TZVPD def2/J DEFGRID3
* xyz 0 1
C 1.858 3.055 0.201
C 1.847 3.163 -1.196
C 0.749 2.329 0.509
C -1.343 -3.283 1.430
C -1.008 1.324 -0.709
C -0.863 -2.855 0.031
C 0.091 -0.660 -0.466
N 0.767 2.640 -1.708
N 0.091 2.148 -0.642
O -0.949 -1.415 -0.070
Cl 1.294 -0.365 0.793
Cl 0.878 -1.182 -1.930
H 2.616 3.344 0.991
H 2.618 3.749 -1.670
H 0.197 1.981 1.298
H -2.338 -2.709 1.578
H -1.254 -4.399 1.557
H -0.542 -2.962 2.160
H -1.487 1.185 -1.595
H -1.813 1.400 0.199
H -1.598 -3.286 -0.656
H 0.190 -3.203 -0.108
*
```

Output
- ΔE to the lowest compared entry with this formula, charge and spin: 53.6 kcal/mol
- Energy: -37489.416 eV

***

[3]
Entry from OMol25: a cluster of 2 separate species, CH5N2O3 in total (the ωB97M-V functional and the def2-TZVPD basis).

ORCA input file:
```
! RIJCOSX wB97M-V def2-TZVPD def2/J DEFGRID3
* xyz 1 1
C 1.665 -0.101 -0.095
N -2.593 0.459 0.437
N -0.446 0.893 -0.051
O -0.211 2.041 -0.067
O -2.947 -0.427 -0.398
O 0.238 -0.105 0.115
H 2.208 0.837 -0.156
H 1.963 -0.668 -0.948
H 2.231 -0.525 0.674
H -2.835 1.268 -0.135
H -2.962 -1.330 0.165
*
```

Output
- ΔE to the lowest compared entry with this formula, charge and spin: 68.6 kcal/mol
- Energy: -10225.280 eV

***

[4]
Entry from OMol25: a cluster of 8 separate species, C40H92F3N5O4 in total (the ωB97M-V functional and the def2-TZVPD basis).

ORCA input file:
```
! RIJCOSX wB97M-V def2-TZVPD def2/J DEFGRID3
* xyz 0 1
C 17.522 -17.058 13.994
C 18.678 -17.863 14.678
N 19.413 -17.049 15.644
C 18.567 -16.761 16.772
C 19.065 -15.589 17.612
C 20.754 -17.516 15.946
C 21.662 -17.602 14.724
H 17.565 -15.989 14.200
H 16.568 -17.504 14.282
H 17.527 -17.149 12.904
H 18.184 -18.674 15.227
H 19.210 -18.183 13.787
H 17.623 -16.359 16.388
H 18.223 -17.637 17.348
H 19.646 -14.899 16.995
H 18.287 -14.915 17.973
H 19.693 -15.924 18.440
H 20.681 -18.440 16.540
H 21.189 -16.788 16.640
H 21.580 -16.760 14.043
H 21.387 -18.514 14.183
H 22.696 -17.780 15.021
C 15.245 -22.720 12.709
C 14.844 -21.242 13.035
N 14.601 -20.536 11.799
C 13.168 -20.368 11.564
C 12.718 -20.105 10.138
C 15.438 -19.318 11.800
C 15.534 -18.652 10.412
H 14.342 -23.331 12.646
H 15.800 -23.142 13.554
H 15.870 -22.839 11.830
H 14.000 -21.257 13.738
H 15.665 -20.899 13.670
H 12.729 -21.323 11.870
H 12.732 -19.677 12.306
H 13.188 -20.769 9.413
H 11.657 -20.367 10.057
H 12.755 -19.067 9.817
H 16.460 -19.611 12.027
H 15.047 -18.551 12.480
H 16.034 -17.689 10.584
H 14.595 -18.416 9.927
H 16.217 -19.182 9.749
C 17.045 -12.405 12.304
C 17.614 -13.768 11.977
N 18.408 -13.855 10.737
C 19.150 -15.089 10.623
C 20.209 -15.312 11.700
C 17.565 -13.544 9.615
C 18.257 -13.645 8.221
H 17.741 -11.600 12.075
H 16.533 -12.503 13.260
H 16.204 -12.162 11.639
H 18.326 -14.057 12.748
H 16.817 -14.525 11.924
H 18.373 -15.883 10.711
H 19.577 -15.308 9.646
H 19.777 -15.406 12.695
H 20.863 -16.170 11.521
H 20.943 -14.501 11.747
H 17.199 -12.519 9.572
H 16.706 -14.237 9.540
H 18.593 -14.655 7.994
H 19.164 -13.036 8.296
H 17.600 -13.217 7.470
C 23.871 -24.958 10.530
C 24.091 -25.451 9.097
N 23.711 -24.405 8.121
C 23.529 -24.932 6.770
C 22.260 -24.314 6.150
C 24.575 -23.241 8.140
C 26.051 -23.481 7.909
H 24.413 -25.635 11.192
H 22.811 -25.052 10.769
H 24.163 -23.924 10.687
H 25.151 -25.644 8.906
H 23.476 -26.335 8.953
H 23.334 -26.001 6.867
H 24.386 -24.798 6.104
H 22.270 -23.232 6.235
H 21.417 -24.757 6.693
H 21.991 -24.704 5.163
H 24.270 -22.474 7.420
H 24.483 -22.674 9.075
H 26.603 -24.003 8.693
H 26.241 -24.092 7.020
H 26.579 -22.544 7.715
C 24.656 -15.054 11.371
C 24.185 -16.403 10.836
N 24.837 -16.718 9.556
C 25.741 -17.866 9.624
C 27.100 -17.424 10.162
C 23.880 -16.871 8.468
C 23.161 -15.559 8.139
H 24.399 -14.872 12.417
H 24.107 -14.311 10.788
H 25.730 -14.949 11.250
H 24.374 -17.192 11.574
H 23.106 -16.469 10.666
H 25.346 -18.744 10.152
H 25.845 -18.196 8.587
H 27.000 -16.940 11.134
H 27.851 -18.215 10.226
H 27.541 -16.661 9.517
H 23.113 -17.650 8.637
H 24.323 -17.275 7.556
H 22.180 -15.458 8.605
H 22.952 -15.483 7.067
H 23.784 -14.689 8.346
C 21.465 -22.938 12.943
C 22.428 -22.199 13.874
O 23.496 -21.629 13.149
C 24.673 -22.203 13.146
O 24.919 -23.296 13.582
C 25.815 -21.490 12.419
F 26.892 -21.512 13.166
F 26.064 -22.077 11.263
F 25.508 -20.225 12.152
H 22.046 -23.664 12.372
H 20.925 -22.279 12.267
H 20.785 -23.524 13.563
H 22.733 -22.928 14.627
H 21.908 -21.405 14.408
C 21.506 -20.553 9.454
C 21.083 -19.704 10.642
O 21.915 -19.208 11.365
C 19.592 -19.509 10.855
H 20.811 -21.363 9.231
H 22.473 -20.988 9.701
H 21.531 -19.897 8.582
H 19.385 -18.538 11.313
H 19.160 -20.231 11.551
H 19.100 -19.523 9.881
C 19.786 -21.102 16.316
C 18.937 -21.548 15.194
O 19.071 -21.101 14.074
C 18.073 -22.801 15.381
H 20.132 -21.959 16.902
H 19.172 -20.587 17.064
H 20.633 -20.500 16.012
H 17.880 -23.338 14.459
H 17.144 -22.703 15.947
H 18.646 -23.467 16.038
*
```

Output
- ΔE to the lowest compared entry with this formula, charge and spin: 8.8 kcal/mol
- Energy: -66761.940 eV
- SMILES string: CCOC(=O)C(F)(F)F.CCN(CC)CC.CCN(CC)CC.CCN(CC)CC.CCN(CC)CC.CCN(CC)CC.CC(C)=O.CC(C)=O

***

[5]
Entry from OMol25: the ion C6H8N with charge +1 (the ωB97M-V functional and the def2-TZVPD basis).

ORCA input file:
```
! RIJCOSX wB97M-V def2-TZVPD def2/J DEFGRID3
* xyz 1 1
C -0.548 1.420 0.096
C 0.706 1.056 0.192
C -1.807 1.261 -0.039
C 1.817 0.571 0.069
C -2.078 -0.318 -0.184
C 3.120 -0.006 -0.095
N -1.093 -1.249 0.316
H -2.610 2.091 0.081
H -3.031 -0.372 0.447
H -2.489 -0.374 -1.198
H 3.437 -0.670 0.794
H 3.906 0.950 -0.138
H 3.095 -0.609 -1.089
H -0.902 -1.989 -0.349
H -1.523 -1.764 1.097
*
```

Output
- ΔE to the lowest compared entry with this formula, charge and spin: 138.4 kcal/mol
- Energy: -7829.686 eV

***

[6]
Entry from OMol25: a structure of composition C4H10CeO3 (the ωB97M-V functional and the def2-TZVPD basis).

ORCA input file:
```
! RIJCOSX wB97M-V def2-TZVPD def2/J DEFGRID3
* xyz 2 3
O 1.383 0.718 -1.147
C 2.471 -0.001 -0.684
C 2.178 -0.919 0.496
O 1.997 -0.273 1.737
C 0.771 0.386 1.921
H 3.282 0.689 -0.377
H 2.895 -0.643 -1.483
H 3.033 -1.597 0.636
H 1.290 -1.539 0.260
H 0.191 -0.046 2.750
H 0.926 1.461 2.119
H 0.150 0.274 0.986
O -2.746 0.540 -0.851
C -4.013 0.105 -1.015
Ce -0.629 0.637 -2.098
H -4.107 -0.753 -1.699
H -4.529 -0.010 -0.048
H -4.544 0.971 -1.504
*
```

Output
- Energy: -23360.145 eV